{"formula": "C37H36BBaF9N5PS3Si", "method": "wB97M-V/def2-TZVPD", "e_above_lowest_kcal_mol": 0.0, "homo_lumo_gap_ev": 6.342, "symbols": ["Ba", "C", "N", "C", "C", "N", "B", "N", "C", "C", "N", "C", "C", "S", "C", "S", "H", "H", "H", "H", "H", "H", "H", "H", "H", "H", "H", "H", "C", "Si", "C", "C", "C", "C", "C", "C", "N", "C", "S", "H", "H", "H", "H", "H", "H", "H", "H", "H", "H", "H", "H", "F", "C", "F", "F", "C", "C", "C", "C", "C", "C", "P", "C", "C", "C", "C", "C", "C", "C", "F", "F", "F", "C", "C", "C", "C", "C", "C", "C", "F", "F", "F", "H", "H", "H", "H", "H", "H", "H", "H", "H", "H", "H", "H"], "xyz": [[15.5475, 9.1516, 12.3905], [11.9426, 7.3081, 10.6056], [12.4249, 7.2209, 11.9873], [11.7282, 7.4976, 13.1417], [12.5816, 7.2192, 14.1814], [13.8412, 6.8834, 13.6822], [15.1410, 6.6867, 14.5008], [15.0772, 7.6571, 15.8222], [14.2622, 7.3225, 16.9197], [14.2864, 8.2874, 17.8497], [15.3003, 9.1802, 17.3878], [15.7411, 10.4641, 17.9912], [15.8121, 8.7423, 16.1642], [17.0348, 9.5693, 15.2922], [13.7174, 6.8265, 12.3013], [14.8609, 6.5365, 11.0646], [12.4876, 6.6352, 9.8862], [12.0151, 8.3135, 10.2269], [10.8862, 7.0197, 10.5890], [10.6776, 7.7052, 13.1851], [12.4307, 7.2812, 15.2586], [16.0753, 7.0724, 13.9004], [15.4484, 5.5307, 14.7756], [13.6966, 6.3740, 16.9598], [13.7052, 8.5131, 18.7364], [16.7769, 10.3117, 18.3256], [15.0537, 10.6329, 18.8139], [15.7253, 11.3499, 17.3504], [21.4852, 8.2540, 10.3095], [20.6724, 9.5186, 9.1931], [21.4099, 9.5818, 7.4466], [20.7578, 11.1668, 10.0539], [18.8507, 9.1715, 8.8280], [18.3050, 8.9304, 7.5697], [16.9433, 8.8115, 7.3960], [16.1164, 9.0374, 8.4947], [16.6034, 9.1592, 9.7359], [17.9024, 9.1315, 9.9572], [18.4469, 8.8922, 11.5995], [22.1007, 7.5811, 9.6968], [20.7577, 7.6359, 10.8934], [22.1560, 8.8008, 11.0070], [22.4772, 9.6064, 7.3807], [21.1047, 10.5191, 6.9757], [20.9686, 8.7446, 6.8371], [20.0200, 11.1273, 10.8963], [20.4911, 12.0353, 9.4230], [21.7675, 11.4119, 10.5007], [18.9502, 8.8308, 6.6868], [16.5350, 8.5231, 6.4133], [15.0650, 9.0323, 8.3929], [14.7746, 14.4845, 5.8772], [14.2841, 15.2940, 6.9100], [15.1565, 16.3115, 7.1298], [13.0463, 15.8094, 6.5218], [14.1133, 14.4121, 8.1077], [12.9891, 14.4634, 8.9452], [12.9240, 13.7221, 10.1086], [14.0119, 12.9676, 10.5169], [15.1693, 12.9335, 9.7618], [15.1927, 13.5598, 8.5400], [13.9925, 12.2243, 12.1344], [12.2627, 12.0492, 12.6019], [11.3533, 11.4955, 11.7039], [10.0311, 11.2117, 12.0272], [9.6138, 11.3408, 13.3925], [10.5245, 11.9355, 14.2884], [11.8002, 12.3246, 13.9654], [8.2842, 10.7304, 13.8776], [7.2943, 11.6779, 14.0221], [8.4227, 10.1321, 15.1020], [7.8868, 9.7780, 12.9375], [14.6344, 13.4560, 13.2780], [14.2391, 14.7744, 13.1098], [14.9761, 15.7758, 13.7819], [16.0410, 15.4728, 14.6580], [16.2516, 14.1332, 14.9583], [15.5291, 13.1193, 14.2867], [16.8850, 16.5851, 15.3618], [16.3252, 17.1425, 16.4450], [18.1139, 16.0432, 15.7904], [17.0821, 17.5933, 14.4050], [12.2270, 15.1916, 8.6445], [12.0398, 13.8015, 10.7717], [16.1043, 12.4026, 10.0401], [16.0731, 13.3872, 7.8844], [11.6133, 11.3331, 10.6447], [9.3247, 10.7077, 11.3636], [10.2310, 12.1234, 15.3110], [12.4200, 12.8516, 14.6788], [13.4455, 15.0744, 12.4347], [14.5559, 16.7766, 13.6133], [16.9857, 13.8451, 15.6956], [15.7440, 12.0767, 14.4866]], "atomic_forces_ev_per_a": [[0.9264, 0.1197, 0.0226], [-0.3872, -0.9553, -0.3010], [0.9949, -0.4129, -0.3541], [0.7837, -0.9411, 1.1391], [-0.0888, 0.6196, -0.2016], [-1.3092, 0.0867, -1.5664], [1.0035, 0.0379, 1.2722], [-0.0414, -1.6485, 0.4344], [-0.8852, -0.8331, -0.6137], [1.6153, 1.4386, -0.5813], [0.1404, 0.5063, -1.0093], [0.0030, -1.2094, 0.3397], [-1.3670, 0.5947, 0.7500], [-0.5253, -0.1903, 0.0316], [-0.5457, 0.2020, 0.0555], [-0.0454, -0.2744, 0.6915], [-0.3111, 0.6263, 1.2224], [0.1650, 0.4950, -0.0869], [0.1401, 0.0730, 0.1070], [-0.1316, 0.1753, -0.1817], [-0.1197, 0.0747, -0.5923], [0.4149, 0.3510, -0.6119], [-0.7222, 0.4547, 0.1895], [0.4303, 0.8385, -0.2752], [0.3289, -0.3487, -0.1326], [-0.3781, 0.2941, 0.1377], [0.2187, 0.1139, 0.3190], [-0.1961, -0.5486, -0.4064], [0.0904, -0.5094, 0.2399], [-0.1498, -0.1403, -0.3493], [-1.0522, -0.3078, -0.1742], [0.2608, 1.0658, 0.8588], [-0.9877, -0.2615, 1.0919], [1.2077, 0.2296, 0.3795], [-1.5458, -0.1306, -0.2170], [1.6875, -0.4978, -0.6246], [-1.5075, 0.3641, 0.0505], [2.0441, -0.2629, -1.0536], [-0.2286, 0.5081, -0.0434], [-0.0134, 0.0494, 0.1939], [0.6730, 0.6730, -0.5045], [-0.3984, -0.4353, -0.2883], [0.7493, -0.4012, 0.0627], [-0.2848, 0.0058, -0.0432], [0.7835, 0.7018, 0.5048], [0.6409, 0.0608, -0.5652], [0.0288, -0.4286, 0.1128], [-0.9809, -0.4376, -0.4514], [-0.2311, 0.1021, 0.4511], [0.0825, 0.3995, 0.6276], [-1.0636, 0.0179, -0.0591], [-0.6513, 1.7825, 1.0427], [-0.6433, -0.9071, -0.9371], [-1.0255, -0.9193, -0.6028], [2.1628, -0.4135, 0.2064], [0.9915, -1.4150, 2.1350], [0.2832, 1.1579, -1.4113], [-0.5970, 0.3771, 0.2747], [-0.4406, 0.7643, 0.4861], [0.8704, -0.6735, -0.5035], [-0.1469, 1.1982, -1.8215], [0.4777, -1.7226, 0.8875], [-1.1152, 0.4337, 1.9185], [-0.4519, 0.1562, -0.9879], [-0.8469, -0.7970, 2.4534], [0.9675, -0.0949, -1.0178], [-0.9798, -0.1384, 0.5448], [0.5880, -0.5092, -2.9927], [0.2716, 0.3940, -0.4116], [0.9500, -1.3912, -0.3760], [-0.2729, 0.3949, -1.4818], [0.0179, 1.2792, 1.7311], [-0.4653, 0.2430, 0.0870], [1.6532, 1.1343, 0.8930], [-1.1231, 0.1931, -0.2278], [-0.5714, 0.3435, 0.3960], [-0.3873, -0.5562, -0.2544], [0.7099, 0.7770, -0.1578], [0.6190, -0.6618, -1.3057], [0.2364, -0.2778, -0.7673], [-1.9865, 1.3289, -1.0039], [0.2213, -1.3987, 1.9099], [-0.0291, -0.5550, 0.3794], [0.6119, -0.0418, -0.6782], [-0.9669, 0.1318, 0.1145], [-0.6836, 0.4606, 0.5237], [0.2136, 0.0300, 0.6432], [0.4953, 0.4007, -0.1626], [-0.2887, -0.1554, 0.1311], [0.0805, -0.1987, -0.0350], [0.1246, -0.0910, 0.0105], [0.8893, -0.1363, 0.2679], [0.1178, -0.0005, 0.0071], [0.2042, -0.0306, 0.0951]]}